DFT (ωB97M-V with the def2-TZVPD basis set) results for a structure of composition C32H38Ge2N4O6S2ScSe.

```
86
Properties=species:S:1:pos:R:3:forces:R:3
Sc 1.223 -0.337 0.269 -0.029 0.024 -0.119
O -2.967 -4.419 1.737 0.021 -0.220 0.117
C -1.802 -4.889 2.168 -0.141 0.138 0.326
O -1.698 -5.968 2.691 0.039 -0.072 -0.131
C -0.621 -3.997 2.023 0.024 -0.077 -0.090
C 0.657 -4.371 2.383 0.015 -0.007 0.003
N 1.469 -3.348 2.089 0.006 -0.002 -0.006
N 0.811 -2.330 1.539 0.153 0.133 0.000
C -0.460 -2.702 1.498 -0.006 -0.028 0.013
C -1.401 -1.749 0.857 0.010 0.136 0.077
O -2.560 -2.083 0.591 0.012 0.177 0.046
O -0.908 -0.597 0.575 -0.031 -0.221 -0.115
H -2.876 -3.514 1.351 -0.031 0.025 -0.235
H 1.010 -5.294 2.809 0.016 0.006 -0.006
H 2.481 -3.357 2.063 -0.017 0.013 0.016
S -0.052 1.292 -1.813 0.055 0.105 -0.087
C -1.637 0.856 -2.351 -0.066 -0.053 0.037
N -2.378 -0.016 -1.745 0.003 -0.015 0.075
C -3.633 -0.387 -2.387 0.024 -0.003 -0.028
C -3.958 0.754 -3.350 0.001 0.008 -0.010
S -2.347 1.503 -3.778 0.011 0.012 0.029
H -2.048 -0.428 -0.862 -0.015 0.034 -0.046
H -4.401 -0.522 -1.628 -0.010 0.010 -0.006
H -3.486 -1.334 -2.910 -0.006 -0.005 0.006
H -4.561 1.526 -2.876 0.000 -0.004 -0.004
H -4.446 0.402 -4.254 -0.005 -0.001 0.002
C 0.425 6.452 -0.241 -0.005 -0.001 0.018
Ge 0.869 4.780 -1.162 -0.032 -0.088 -0.017
C 0.424 4.904 -3.068 -0.008 0.003 0.008
C 2.759 4.349 -1.000 0.015 0.011 0.000
Ge -0.535 3.006 -0.218 -0.045 0.191 -0.044
C -2.461 3.271 -0.539 -0.031 -0.047 0.012
C -2.891 4.377 -1.272 0.042 0.002 0.028
C -4.240 4.612 -1.504 -0.003 0.010 0.001
C -5.192 3.737 -1.001 -0.015 -0.004 -0.013
C -4.787 2.629 -0.269 -0.006 -0.001 0.008
C -3.437 2.400 -0.044 0.009 0.031 -0.045
C -0.192 2.566 1.649 0.009 -0.050 0.017
C 0.935 3.178 2.200 -0.028 0.026 -0.012
C 1.254 3.017 3.540 0.003 0.016 -0.011
C 0.451 2.233 4.350 0.004 -0.008 0.020
C -0.675 1.619 3.821 -0.004 -0.006 0.009
C -0.998 1.788 2.483 0.063 0.022 -0.026
H 0.919 6.487 0.730 -0.019 0.003 0.010
H -0.649 6.552 -0.083 0.004 0.013 -0.008
H 0.768 7.300 -0.834 0.014 0.001 0.008
H 1.130 5.582 -3.551 0.007 -0.002 0.004
H -0.583 5.282 -3.242 -0.017 0.001 -0.006
H 0.515 3.924 -3.536 0.005 0.004 -0.005
H 3.348 5.187 -1.377 -0.010 0.007 0.000
H 2.981 3.456 -1.583 0.004 -0.002 0.003
H 3.047 4.140 0.028 0.027 0.003 -0.022
H -2.164 5.078 -1.665 0.012 0.015 -0.024
H -4.548 5.482 -2.070 0.012 -0.002 -0.003
H -6.245 3.922 -1.172 0.003 -0.001 0.007
H -5.524 1.946 0.136 0.004 0.002 0.006
H -3.150 1.522 0.518 0.040 -0.063 0.067
H 1.593 3.765 1.573 -0.009 -0.011 0.026
H 2.143 3.487 3.939 0.001 -0.003 -0.002
H 0.705 2.092 5.393 -0.002 0.002 0.000
H -1.304 1.001 4.450 -0.005 0.002 -0.006
H -1.868 1.282 2.099 -0.099 -0.029 -0.051
C 3.862 -6.872 1.101 -0.001 0.022 -0.006
C 3.342 -5.649 0.392 0.012 -0.001 0.028
C 2.126 -5.664 -0.273 -0.044 0.021 -0.003
C 1.635 -4.543 -0.942 0.013 -0.016 0.024
C 0.302 -4.630 -1.631 -0.001 0.011 0.007
C 2.393 -3.366 -0.955 0.025 0.008 -0.036
Se 1.726 -1.812 -1.880 0.013 0.048 0.183
C 3.641 -3.332 -0.308 0.000 -0.033 -0.032
C 4.520 -2.113 -0.330 0.022 0.038 0.014
C 4.083 -4.471 0.363 -0.010 -0.030 -0.005
H 3.112 -7.662 1.123 0.001 0.001 0.004
H 4.148 -6.645 2.130 0.002 -0.005 -0.006
H 4.749 -7.265 0.600 0.000 -0.008 0.001
H 1.529 -6.571 -0.270 0.006 -0.002 0.004
H -0.128 -5.624 -1.514 -0.005 0.002 -0.001
H 0.401 -4.408 -2.695 -0.010 -0.004 0.002
H -0.397 -3.894 -1.229 -0.002 -0.006 -0.002
H 4.118 -1.301 0.282 -0.007 0.013 0.004
H 4.616 -1.719 -1.342 -0.005 -0.010 0.005
H 5.511 -2.354 0.055 0.007 -0.001 -0.004
H 5.053 -4.445 0.851 0.001 0.012 0.001
O 2.579 0.308 1.577 0.070 0.003 -0.136
N 2.878 1.452 0.878 -0.103 -0.322 0.167
O 1.964 1.481 -0.150 0.042 0.098 -0.036
```
Positions in Å, forces in eV/Å.

Properties
**2S+1**: 2
**Charge**: 0
**Max |F|**: 0.00742 hartree/bohr
**Energy above the lowest of the compared OMol25 structures with the same formula, charge and spin**: 127.1 kJ/mol
**LUMO level (alpha / beta)**: -0.84 / -0.86 eV
**Orbital gap (alpha / beta)**: 5.762 / 6.716 eV
**HOMO (alpha / beta)**: -6.599 / -7.575 eV